DFT (ωB97M-V with the def2-TZVPD basis set) results for 2 unconnected molecules or ions with the total composition C3H4BrF3O.

Structure (XYZ):
```
12
C3H4BrF3O, DFT ωB97M-V with the def2-TZVPD basis set
C 2.21 -1.14 -0.58
C 1.88 -0.20 0.27
C -2.26 0.34 0.05
O -1.14 0.58 0.70
F -3.05 -0.49 0.72
F -2.03 -0.23 -1.14
F -2.97 1.45 -0.19
Br 2.37 1.62 0.06
H 2.80 -0.95 -1.46
H -0.97 1.53 0.82
H 1.89 -2.16 -0.41
H 1.28 -0.36 1.16
```

The value obtained for the HOMO energy (alpha / beta) is -0.208 / -0.404 hartree. Its multiplicity is 3. The value obtained for the largest force on an atom is 10.8 eV/A. The relative energy (zero: lowest compared OMol25 entry of this formula, charge and spin) is 0.434 eV.